The following is a quantum chemistry calculation of C6H12O in the gas phase, from the OMol25 dataset.

Results
E_tot (eV): -8463.2458
Frontier orbital gap (eV): 11.1665
Structure (SMILES): CC(C)[C@H]1O[C@H]1C
LUMO level (eV): 1.11
Relative energy (zero: lowest compared OMol25 entry of this formula, charge and spin) (kJ/mol): 106.92
Spin multiplicity: 1

Structure (XYZ):
```
19
Properties=species:S:1:pos:R:3:forces:R:3
C 0.6675 0.2897 -2.1015 0.0 0.0 -0.1
C 0.0831 -0.1840 -0.7706 0.0 0.0 0.0
C 0.0790 -1.7107 -0.6470 0.0 -0.1 0.0
C 0.8735 0.4088 0.3745 0.1 -0.2 -0.1
O 0.5820 1.7437 0.7674 0.0 0.2 0.0
C 0.3264 0.6977 1.7027 -0.1 -0.2 0.2
C -1.1071 0.4495 2.0921 0.0 0.0 0.0
H 0.0986 -0.1197 -2.9431 0.1 0.1 0.1
H 0.6458 1.3819 -2.1737 0.0 -0.1 0.0
H 1.7106 -0.0334 -2.2086 -0.1 0.0 0.0
H -0.9494 0.1775 -0.7049 0.1 0.0 0.0
H 1.0786 -2.0932 -0.4045 -0.1 0.1 -0.1
H -0.2394 -2.1828 -1.5829 0.0 0.1 0.1
H -0.6017 -2.0382 0.1457 0.1 0.0 -0.1
H 1.9462 0.1906 0.3173 -0.2 0.0 0.0
H 1.0325 0.6871 2.5372 -0.1 0.0 -0.1
H -1.7662 0.4543 1.2206 0.1 0.0 0.1
H -1.4525 1.2262 2.7817 0.1 -0.1 -0.1
H -1.2024 -0.5189 2.5966 0.0 0.1 -0.1
```
Forces are in eV/Å.

The following is a quantum chemistry calculation of C6H12O in the gas phase, from the OMol25 dataset.

Results
E_tot (eV): -8463.0155
Frontier orbital gap (eV): 10.6680
Structure (SMILES): CO[C@H]1CC[C@H]1C
LUMO level (eV): 1.13
Relative energy (zero: lowest compared OMol25 entry of this formula, charge and spin) (kJ/mol): 129.14
Spin multiplicity: 1

Structure (XYZ):
```
19
Properties=species:S:1:pos:R:3:forces:R:3
C 2.5749 -0.6037 -0.0175 0.3 0.0 0.0
O 1.1989 -0.8677 -0.1219 -0.1 -0.1 0.0
C 0.3879 0.1272 0.4335 -0.1 0.1 0.1
C -0.0189 1.3650 -0.4000 0.1 0.1 -0.1
C -1.4287 1.2274 0.2221 -0.1 0.1 0.0
C -1.1016 -0.2471 0.5681 -0.1 -0.1 0.1
C -1.5786 -1.2425 -0.4819 0.0 0.0 -0.1
H 2.8602 -0.3821 1.0232 0.0 0.0 -0.1
H 2.8896 0.2397 -0.6505 -0.1 -0.1 0.1
H 3.1021 -1.5045 -0.3421 -0.1 0.2 0.0
H 0.7987 0.4465 1.4058 -0.1 -0.1 -0.1
H 0.5261 2.3016 -0.2480 -0.1 -0.2 0.0
H -0.0256 1.1242 -1.4676 0.0 0.0 0.1
H -2.2869 1.4009 -0.4348 0.1 0.0 0.1
H -1.5434 1.8454 1.1183 0.0 -0.1 -0.1
H -1.4040 -0.5874 1.5651 0.0 0.1 -0.1
H -2.6668 -1.3620 -0.4273 0.2 0.0 0.0
H -1.3261 -0.9121 -1.4959 0.0 0.0 0.1
H -1.1125 -2.2209 -0.3295 -0.1 0.1 0.0
```
Forces are in eV/Å.

The following is a quantum chemistry calculation of C6H12O in the gas phase, from the OMol25 dataset.

Results
E_tot (eV): -8462.7165
Frontier orbital gap (eV): 10.4570
Structure (SMILES): CCO[C@H]1C[C@H]1C
LUMO level (eV): 1.16
Relative energy (zero: lowest compared OMol25 entry of this formula, charge and spin) (kJ/mol): 157.99
Spin multiplicity: 1

Structure (XYZ):
```
19
Properties=species:S:1:pos:R:3:forces:R:3
C 2.2434 0.7336 0.5742 0.0 0.0 0.1
C 1.8736 -0.4079 -0.3693 0.2 -0.1 0.0
O 0.5237 -0.3768 -0.7828 0.0 0.1 -0.1
C -0.4508 -1.0472 -0.0526 -0.1 -0.2 0.0
C -1.1455 -0.4471 1.1472 0.0 0.1 0.2
C -1.8104 -0.4423 -0.2080 -0.1 0.0 -0.1
C -1.8739 0.8635 -0.9716 0.0 0.1 0.0
H 2.0269 0.5068 1.6225 0.0 0.0 -0.2
H 1.6855 1.6321 0.2895 0.1 -0.1 0.0
H 3.3121 0.9595 0.4854 -0.1 -0.1 0.1
H 2.1383 -1.3839 0.0625 -0.1 0.1 0.0
H 2.4368 -0.2969 -1.3024 0.0 -0.1 0.2
H -0.3516 -2.1356 -0.0604 0.0 0.2 0.0
H -0.8143 0.5085 1.5450 0.0 -0.1 -0.1
H -1.5165 -1.1447 1.8954 0.1 0.1 -0.1
H -2.6473 -1.1203 -0.3646 0.2 0.1 0.1
H -1.7795 0.6912 -2.0492 -0.1 0.0 0.1
H -2.8093 1.3981 -0.7801 0.1 -0.1 0.0
H -1.0412 1.5094 -0.6808 -0.2 -0.1 0.0
```
Forces are in eV/Å.

The following is a quantum chemistry calculation of C6H12O in the gas phase in a non-equilibrium geometry, from the OMol25 dataset.

Results
E_tot (eV): -8462.8862
Frontier orbital gap (eV): 10.5325
Structure (SMILES): CC[C@H]1C[C@]1(C)O
LUMO level (eV): 0.97
Relative energy (zero: lowest compared OMol25 entry of this formula, charge and spin) (kJ/mol): 141.61
Spin multiplicity: 1

Structure (XYZ):
```
19
Properties=species:S:1:pos:R:3:forces:R:3
C 2.0695 -0.1172 0.9786 0.0 0.0 0.1
C 1.5077 -0.4490 -0.4032 -0.2 0.1 0.0
C 0.2805 0.3821 -0.7502 0.0 0.3 0.1
C -0.8556 -0.0847 -1.6340 -0.2 0.1 0.0
C -1.1195 0.3397 -0.2139 -0.3 0.2 0.1
C -1.7474 -0.5411 0.8277 0.0 -0.1 0.0
O -1.5820 1.6966 -0.1041 -0.5 -0.3 0.3
H 2.9772 -0.6902 1.1985 -0.1 0.1 -0.1
H 1.3332 -0.3467 1.7566 0.1 0.1 -0.1
H 2.3196 0.9474 1.0503 0.0 -0.1 0.0
H 1.2784 -1.5244 -0.4529 -0.1 0.3 0.0
H 2.2923 -0.2898 -1.1587 -0.3 0.1 0.1
H 0.3091 1.4857 -0.7806 1.5 -0.7 -0.6
H -0.9159 -1.1594 -1.8283 0.1 0.3 0.2
H -1.1967 0.5201 -2.4709 0.0 0.0 0.3
H -2.8314 -0.3856 0.7889 0.2 -0.1 0.1
H -1.3958 -0.2592 1.8285 -0.1 -0.1 -0.1
H -1.5385 -1.6019 0.6698 0.1 0.1 0.0
H -1.1847 2.0775 0.6978 -0.2 -0.2 -0.3
```
Forces are in eV/Å.